(1)
DFT (wB97M-V/def2-TZVPD) results for the molecule C5H7BO2 at a distorted geometry.

```
15
Properties=species:S:1:pos:R:3:forces:R:3
C 2.003871 0.221950 0.853413 -1.987 -0.564 -2.594
C 0.865601 0.014013 0.162797 0.432 0.003 -0.608
C 0.769199 -0.713148 -1.210197 -0.200 -0.199 0.821
O -0.598830 -1.171630 -1.298324 0.521 -0.637 0.371
B -1.374296 -0.686450 -0.285710 -1.759 1.006 -1.408
O -2.741560 -0.983438 -0.338093 0.704 -0.836 -0.912
C -0.530153 0.398983 0.503308 0.690 -1.018 0.240
C -0.746281 1.528951 1.162296 -1.229 -1.443 -1.025
H 2.888961 -0.000170 0.262257 0.450 0.143 1.024
H 1.834556 0.742524 1.756350 0.939 0.356 1.067
H 0.859895 -0.085881 -2.148043 0.840 -0.729 1.242
H 1.416275 -1.611531 -1.039237 -0.269 0.771 -1.262
H -2.965102 -1.575974 -1.131141 0.699 1.280 1.794
H 0.046771 2.008777 1.634330 1.092 1.275 0.484
H -1.728907 1.913022 1.115994 -0.922 0.593 0.766
```
Positions in Å, forces in eV/Å.

Summary:
LUMO level, eV: 0.5
HOMO-LUMO gap, eV: 9.543
SMILES: C=C1COB(O)C1=C


(2)
DFT (wB97M-V/def2-TZVPD) results for C5H7Br as an isolated structure at a distorted geometry.

```
13
Properties=species:S:1:pos:R:3:forces:R:3
C -0.764147 1.473648 0.090182 0.169 2.278 1.809
C 0.130165 1.029742 0.986529 -0.946 0.205 0.154
C -0.209256 0.676985 -0.984305 0.756 1.338 -4.509
C 0.630936 0.032093 0.068690 0.570 -5.183 0.230
C -0.061016 -1.713497 0.252221 5.149 2.424 -0.874
Br 2.630251 -0.244610 -0.072140 -1.181 0.415 -0.157
H -1.549123 2.237412 0.156051 0.227 -0.548 -0.126
H 0.321406 1.165139 2.007060 0.166 0.334 1.274
H -0.963729 0.058283 -1.404379 -0.438 -0.923 -0.814
H 0.303875 1.257204 -1.903601 -0.866 -1.245 2.251
H 0.724505 -2.335445 0.799967 -1.188 0.830 -1.032
H -0.272629 -1.995624 -0.770539 0.374 -0.326 -0.068
H -0.921239 -1.641326 0.774258 -2.792 0.401 1.863
```
Positions in Å, forces in eV/Å.

Summary:
LUMO level, eV: 0.9
HOMO-LUMO gap, eV: 10.260


(3)
DFT (wB97M-V/def2-TZVPD) results for a 2-piece molecular cluster, C5H7Br overall at a distorted geometry.

```
13
Properties=species:S:1:pos:R:3:forces:R:3
C -0.944130 0.793321 -1.991591 3.378 0.234 1.150
C 0.269593 0.963008 -1.412669 -5.044 -1.220 -1.210
C 1.333702 1.017894 -0.719979 1.909 1.162 -0.170
H -1.851559 1.098978 -1.492515 -0.025 0.107 -0.245
H -0.884967 0.284222 -2.937869 -0.636 -0.039 -0.264
H 1.910474 1.911369 -1.012112 0.385 -0.528 0.878
H 1.671833 0.225623 -0.056267 0.053 0.295 -0.173
C -0.062065 -0.529415 2.164023 -3.008 -0.030 -1.435
C -0.558121 -1.431530 1.294355 0.005 0.832 0.697
Br 0.578531 -2.589334 0.395108 0.620 -0.639 -0.492
H 0.972303 -0.310143 2.268476 0.607 -0.179 0.360
H -0.835022 0.171511 2.552612 0.924 -0.499 0.061
H -1.600571 -1.605503 0.948429 0.832 0.505 0.842
```
Positions in Å, forces in eV/Å.

Summary:
LUMO level, eV: 0.9
HOMO-LUMO gap, eV: 10.367
SMILES: C=C=C.C=CBr


(4)
DFT (wB97M-V/def2-TZVPD) results for the molecule C5H7Br at a distorted geometry.

```
13
Properties=species:S:1:pos:R:3:forces:R:3
C -1.710149 0.407329 1.641452 3.569 0.195 7.602
C -2.140712 0.168002 0.429279 -2.103 -0.399 -7.642
C -0.590393 0.186362 0.636200 -4.130 -0.183 -0.598
C 0.111115 -1.157369 0.554236 -1.819 0.414 -1.274
C -0.012970 1.287074 -0.176493 0.903 1.910 1.335
Br -3.697219 -0.177676 -0.605937 1.264 -0.339 0.869
H -1.830869 0.982847 2.541478 -0.133 0.737 -0.228
H -0.342429 -1.751935 -0.273410 0.787 0.413 0.301
H -0.219863 -1.622439 1.447445 0.839 -0.988 0.968
H 1.138761 -0.900024 0.374178 0.630 -0.747 0.400
H -0.191756 2.344108 0.104357 -0.016 -0.673 0.560
H -0.427927 1.252448 -1.116736 -0.811 -0.345 -2.379
H 1.037992 1.160599 -0.295554 1.021 0.007 0.086
```
Positions in Å, forces in eV/Å.

Summary:
LUMO level (alpha / beta), eV: 0.7 / -2.2
HOMO-LUMO gap (alpha / beta), eV: 6.222 / 7.287
2S+1: 3
Expectation value of S²: 2.010


(5)
DFT (wB97M-V/def2-TZVPD) results for the molecule C5H7BrN2 at a distorted geometry.

```
15
Properties=species:S:1:pos:R:3:forces:R:3
C 2.509460 -0.306579 -0.723720 1.149 -0.056 0.993
C 3.187550 -0.130204 0.520652 -1.465 0.591 0.735
C -0.945821 0.243683 -0.069609 -1.586 -0.520 2.449
C -1.873549 1.423379 0.065375 3.498 -1.009 -0.542
C -1.517496 -1.014791 0.496740 0.361 -4.351 0.294
N 1.229449 -0.192573 -0.963316 -0.972 0.011 -0.603
N 0.235903 0.380392 -0.428263 2.596 0.249 -0.792
Br 5.015216 -0.416317 0.336876 0.145 -0.102 -0.200
H 3.167246 -0.642338 -1.510367 -0.665 -0.219 -0.975
H -2.233356 1.551561 1.006954 -1.362 -0.351 2.844
H -2.606192 1.237006 -0.614355 -2.342 0.331 -2.039
H -1.247910 2.251824 -0.033905 0.475 1.818 -1.170
H -0.728854 -1.668156 1.109551 -1.426 1.665 -1.261
H -1.760737 -1.773520 -0.390908 0.168 1.618 1.733
H -2.430903 -0.943363 1.198300 1.427 0.325 -1.465
```
Positions in Å, forces in eV/Å.

Summary:
LUMO level (alpha / beta), eV: -1.2 / -1.2
HOMO-LUMO gap (alpha / beta), eV: 7.005 / 7.006


(6)
DFT (wB97M-V/def2-TZVPD) results for C5H7BrN2 as an isolated structure at a distorted geometry.

```
15
Properties=species:S:1:pos:R:3:forces:R:3
C 0.946656 0.071605 -0.331504 -2.725 -6.205 1.048
C 0.261472 1.174629 -0.104866 -1.916 2.335 1.268
C -0.500367 -1.162834 0.008306 4.944 3.786 -1.366
C 0.710661 2.658443 0.032018 0.844 -2.367 0.916
C -0.434036 -2.624207 0.010319 0.599 1.180 1.150
N -1.084188 0.997680 0.099539 -0.939 1.659 0.050
N -1.449877 -0.288889 0.130047 3.903 0.207 -0.448
Br 2.707556 -0.620863 -0.344293 -0.716 0.654 -0.051
H 1.803216 2.700419 0.166167 -0.392 0.083 -0.371
H 0.377802 3.133107 -0.831579 -0.215 1.132 -1.562
H 0.263923 3.156038 0.881886 -0.298 -0.263 0.233
H -0.683194 -2.896259 -0.985739 -0.135 -1.069 -0.783
H 0.653395 -2.832723 0.257461 -1.515 -0.421 -0.130
H -1.197099 -2.918550 0.753662 0.662 -0.750 -0.315
H -2.375921 -0.547596 0.258583 -2.100 0.041 0.360
```
Positions in Å, forces in eV/Å.

Summary:
LUMO level, eV: 0.8
HOMO-LUMO gap, eV: 8.465


(7)
DFT (wB97M-V/def2-TZVPD) results for the molecule C5H7BrN4O at a distorted geometry.

```
18
Properties=species:S:1:pos:R:3:forces:R:3
C 1.426210 0.282448 2.060370 3.566 0.197 1.012
C 1.062695 -0.837840 1.068528 -2.252 3.994 -0.016
O 1.009984 -2.011916 1.193277 1.056 -2.013 0.684
N 0.394438 -0.216220 0.009196 0.698 2.056 0.685
C -0.196461 -0.986539 -0.939189 -0.603 0.219 -2.857
C -0.703812 -0.542024 -2.094976 -1.603 0.290 -0.791
N -1.221292 -0.167564 -3.193670 0.502 -0.454 0.821
N -2.596211 0.063448 -3.439110 1.978 -1.404 2.013
N -3.487350 0.100137 -2.452383 -0.997 2.007 -3.456
C -3.402646 0.027542 -1.230837 1.762 -1.657 1.370
Br -4.878107 0.542125 -0.260408 -1.228 0.242 1.037
H 1.616564 -0.161218 3.098222 -0.342 0.727 -1.501
H 2.458846 0.837891 1.733412 -2.308 -1.549 0.707
H 0.708195 1.116684 2.105824 -0.021 -0.731 -0.037
H 0.332748 0.822059 -0.033289 0.196 -1.511 0.015
H -0.088105 -2.017613 -0.691371 -0.191 -0.767 -0.349
H -2.803220 0.537159 -4.318269 0.119 -0.292 0.790
H -2.602354 -0.446424 -0.648674 -0.333 0.647 -0.128
```
Positions in Å, forces in eV/Å.

Summary:
LUMO level, eV: 0.5
HOMO-LUMO gap, eV: 8.678
SMILES: CC(=O)NC=C=NN/N=C/Br


(8)
DFT (wB97M-V/def2-TZVPD) results for the molecule C5H7BrO at a distorted geometry.

```
14
Properties=species:S:1:pos:R:3:forces:R:3
C -0.240440 0.812199 -1.516785 1.102 -2.761 -0.107
C -0.763271 0.054036 -0.286763 0.531 2.222 2.876
Br -2.705244 0.296032 0.073755 0.776 -0.484 -0.641
C 0.095872 0.514122 1.181655 -0.531 1.219 -2.606
C 0.865646 -0.738607 0.983649 3.809 -1.107 -0.489
C -0.094477 -1.296985 -0.054435 0.607 0.706 1.178
O -0.291976 -2.405747 -0.395133 -0.572 -1.122 -0.847
H 0.911012 0.858237 -1.408661 -1.860 0.513 -0.156
H -0.788603 1.738306 -1.618969 0.379 0.226 -0.324
H -0.381779 0.060202 -2.365745 -0.136 1.492 0.614
H -0.501277 0.676535 2.084709 0.022 -0.309 -0.454
H 0.766562 1.373942 0.956420 -0.939 -0.204 0.367
H 1.151232 -1.400154 1.801863 -0.657 -0.113 0.205
H 1.976746 -0.542121 0.564435 -2.532 -0.281 0.384
```
Positions in Å, forces in eV/Å.

Summary:
LUMO level, eV: 0.3
HOMO-LUMO gap, eV: 10.164
SMILES: C[C@]1(Br)CCC1=O


ΔE to the lowest compared entry with this formula, charge and spin across the listed records, respectively: 0.00 47.02 48.36 48.81 120.65 62.13 47.21 19.70 kcal/mol.